ORCA calculation (ωB97M-V/def2-TZVPD) on C37H77BrIN3O8P2S2 as an isolated structure.

Geometry as XYZ:
```
131
Properties=species:S:1:pos:R:3
C 8.27416 -3.56386 4.81247
C 8.09254 -2.06980 4.46788
C 8.33291 -1.74789 2.98107
C 8.25754 -0.24464 2.67240
C 6.94788 0.34476 2.13600
C 6.56758 -0.13487 0.71461
C 5.06965 -0.06371 0.36803
C 4.30013 -1.35228 -0.00288
C 4.74841 -2.59320 0.77021
C 4.54906 -2.53728 2.28200
O 5.01149 -3.73409 2.87769
C 4.10518 -4.82025 2.77969
C 4.63712 -5.92905 1.86867
O 2.93165 -1.16527 0.49172
C 1.85351 -0.57691 -0.12291
I 2.29370 1.29736 -1.27494
C 1.08183 -1.40914 -1.16235
C 0.40686 -2.75197 -0.80518
C 0.99347 -3.64351 0.29234
Br -1.52314 -2.49673 -0.49665
P 0.90258 0.05712 1.35349
O 1.76352 1.32257 1.85521
O -0.36352 0.73414 0.66473
S 0.62645 -1.18160 2.79947
C 4.35250 -1.59810 -1.53051
O 3.65522 -2.80647 -1.88251
C 4.33187 -4.01912 -2.02503
N 3.55014 -5.07979 -1.44968
S 4.60471 -4.27143 -3.84346
P 5.96800 -1.10915 -2.35671
C 7.13997 -2.51293 -2.09530
O 5.44679 -1.37523 -3.89493
H 8.83744 -3.69211 5.74068
H 8.81800 -4.08248 4.01862
H 7.31653 -4.07009 4.93599
H 8.83726 -1.49335 5.03084
H 7.09686 -1.72876 4.76665
H 9.34826 -2.09325 2.74378
H 7.65899 -2.34121 2.34622
H 9.02480 -0.00214 1.92242
H 8.54943 0.30026 3.57745
H 7.11997 1.42714 2.06874
H 6.11654 0.23195 2.84171
H 7.03240 -1.10685 0.51878
H 7.06492 0.55121 0.01808
H 4.96391 0.63196 -0.46844
H 4.51824 0.40276 1.19367
H 4.12824 -3.42523 0.41047
H 5.78598 -2.85191 0.54364
H 3.48761 -2.39440 2.51063
H 5.10748 -1.72019 2.74461
H 3.13425 -4.46399 2.41750
H 3.95683 -5.20901 3.79334
H 3.80535 -6.47636 1.41284
H 5.24387 -5.47875 1.07832
H 5.25633 -6.63821 2.41892
H 1.75434 -1.60630 -2.00315
H 0.30638 -0.74927 -1.56653
H 0.38212 -3.31561 -1.74143
H 1.99671 -3.33031 0.56297
H 1.05543 -4.67222 -0.07628
H 0.35706 -3.64941 1.17827
H 2.01219 1.13852 2.75987
H -0.54624 1.59864 1.03841
H 3.74080 -0.80126 -1.97690
H 5.30650 -4.00255 -1.53786
H 4.14899 -5.73038 -0.96052
H 3.06038 -5.59835 -2.16554
H 5.19245 -5.46280 -3.69072
H 6.95540 -3.09870 -1.19577
H 7.13967 -3.20043 -2.94791
H 8.13772 -2.07239 -2.00299
H 5.87278 -2.12272 -4.30499
C -4.38029 0.55535 -0.02501
C -4.84731 -0.22197 1.21822
C -5.10924 -1.68700 0.86732
C -6.37241 -1.89525 0.03243
C -7.58828 -1.25577 0.70397
C -7.37838 0.22168 1.04571
N -6.09705 0.35884 1.80743
O -6.22798 0.10969 3.06160
C -7.37403 1.08344 -0.22258
C -8.50624 0.72036 1.93909
C -3.74713 -0.12371 2.26472
H -4.51589 1.62984 0.11169
H -3.32096 0.35550 -0.18225
H -4.88868 0.26386 -0.94027
H -5.19746 -2.26449 1.79278
H -4.22836 -2.05984 0.33792
H -6.23808 -1.49006 -0.97400
H -6.54794 -2.96514 -0.09401
H -8.46808 -1.33615 0.06100
H -7.81491 -1.80084 1.62572
H -7.04964 2.10005 0.00112
H -8.38603 1.13811 -0.62519
H -6.74278 0.69891 -1.01711
H -8.62187 0.10741 2.82919
H -9.43642 0.68891 1.37064
H -8.32638 1.74921 2.25264
H -3.59354 0.91407 2.56934
H -2.82102 -0.50294 1.83403
H -3.97496 -0.70666 3.15323
C -5.84994 5.91057 -4.80106
C -6.53955 5.53104 -3.47974
C -7.06798 6.77534 -2.76267
C -5.96645 7.63697 -2.14824
C -5.06739 6.80700 -1.23397
C -4.48857 5.56561 -1.91618
N -5.61095 4.80288 -2.55369
O -6.22900 4.04392 -1.72146
C -3.40687 5.95142 -2.93492
C -3.83942 4.65197 -0.88372
C -7.68841 4.58683 -3.81022
H -5.19259 5.10983 -5.14048
H -6.61039 6.06660 -5.56555
H -5.27254 6.82953 -4.74333
H -7.75245 6.45693 -1.97034
H -7.65622 7.35559 -3.47754
H -5.37513 8.12144 -2.92968
H -6.42106 8.44342 -1.57050
H -4.23670 7.41036 -0.86061
H -5.64646 6.48752 -0.36208
H -3.11726 5.08635 -3.53253
H -2.52585 6.29887 -2.39536
H -3.70012 6.75069 -3.60847
H -4.52432 4.39647 -0.07908
H -2.97905 5.16875 -0.45682
H -3.49468 3.72648 -1.34770
H -7.31701 3.66658 -4.26270
H -8.34905 5.08208 -4.52228
H -8.26513 4.32441 -2.92740
```

Output
2S+1: 3
Calculated total energy, eV: -178858.0581

Here are the Löwdin charges for atoms 1 to 4, given in e:
1 C -0.1044
2 C -0.2574
3 C -0.2230
4 C -0.2114

---

ORCA calculation (ωB97M-V/def2-TZVPD) on a 5-piece molecular cluster, C32H33F6IN2O3 overall at a distorted geometry.

Geometry as XYZ:
```
77
Properties=species:S:1:pos:R:3
C 0.22110 0.18789 5.98684
C 0.23008 -1.27879 5.32116
C 1.45150 -2.22906 5.79611
I 1.95271 -1.98835 7.93397
C 2.73919 -2.16362 4.83352
O 3.64293 -1.06430 5.09595
C 3.39943 0.06821 4.23490
C 3.80173 -0.17323 2.68506
N 2.57527 -0.46305 1.88090
N 2.60220 0.14176 0.60898
C 1.16156 0.19247 0.20055
O 0.45672 -0.79722 -0.05968
F 0.50677 1.47529 0.15117
C 3.34972 -0.84710 -0.25386
O 3.13782 -2.07166 -0.14060
F 4.33264 -0.29820 -1.14824
H 1.27119 0.50911 6.35987
H -0.58810 0.29202 6.78836
H -0.01684 0.93105 5.12463
H -0.73902 -1.83288 5.61762
H 0.28456 -1.24692 4.16116
H 1.05210 -3.31578 5.71843
H 2.35922 -2.23486 3.75551
H 3.33834 -3.13731 5.02589
H 4.10001 0.91250 4.61246
H 2.33826 0.50001 4.28926
H 4.42212 0.71438 2.26804
H 4.43422 -1.14734 2.67318
H 1.70264 -0.27479 2.39222
F -4.45025 1.65022 -0.56384
C -4.09322 0.36488 -0.71412
C -2.74829 0.03562 -0.78613
C -2.37790 -1.29696 -0.93674
C -3.35761 -2.28406 -1.02452
C -4.70533 -1.94116 -0.95604
C -5.07577 -0.60986 -0.79430
H -2.00062 0.81809 -0.72432
H -1.33066 -1.56588 -0.98641
H -3.06803 -3.32321 -1.14643
H -5.46701 -2.71061 -1.02862
H -6.11972 -0.32573 -0.73017
F 2.81500 -1.38378 -6.53579
C 3.45807 -0.38061 -5.91783
C 3.79166 0.75797 -6.63480
C 4.45365 1.80043 -5.99393
C 4.78409 1.68755 -4.64526
C 4.44848 0.53707 -3.93587
C 3.77667 -0.50088 -4.57406
H 3.53374 0.82444 -7.68556
H 4.71237 2.69905 -6.54415
H 5.30451 2.49948 -4.14678
H 4.70996 0.44910 -2.88759
H 3.49977 -1.39996 -4.03539
F -2.19220 3.76202 -10.15262
C -1.38630 2.90436 -9.50792
C -1.93971 1.95047 -8.66759
C -1.10440 1.05794 -8.00306
C 0.27542 1.13662 -8.17821
C 0.82026 2.10174 -9.02065
C -0.01512 2.98743 -9.69401
H -3.01498 1.90989 -8.53739
H -1.52739 0.30265 -7.34913
H 0.92669 0.44253 -7.65583
H 1.89554 2.16430 -9.15286
H 0.39112 3.73935 -10.36052
F -2.90216 -1.97147 6.59927
C -3.82778 -0.99934 6.56199
C -3.52973 0.20183 5.93670
C -4.49089 1.20692 5.89383
C -5.73515 1.00326 6.48621
C -6.02148 -0.20506 7.11568
C -5.06474 -1.21456 7.14922
H -2.55354 0.34550 5.48845
H -4.27087 2.14773 5.40036
H -6.48295 1.78956 6.45617
H -6.98966 -0.36053 7.58011
H -5.27360 -2.16461 7.62712
```

Output
Relative energy (zero: lowest compared OMol25 entry of this formula, charge and spin), kcal per mole: 52.6
2S+1: 1
Structure (SMILES): CC[C@H](I)COCCNN(C(=O)F)C(=O)F.Fc1ccccc1.Fc1ccccc1.Fc1ccccc1.Fc1ccccc1
Calculated total energy, eV: -67242.3108

Here are the Löwdin charges for atoms 1 to 4, given in e:
1 C -0.1845
2 C -0.2821
3 C -0.6582
4 I 0.7723

---

ORCA calculation (ωB97M-V/def2-TZVPD) on C26H15CrNO5 as an isolated structure at a distorted geometry.

Geometry as XYZ:
```
48
Properties=species:S:1:pos:R:3
O 4.51713 5.24363 1.40996
C 4.46302 4.11237 1.13704
Cr 4.25842 2.22098 1.05139
C 2.77118 2.56885 2.15843
O 1.94500 2.90782 2.90845
C 5.23117 2.26997 2.69502
O 5.69045 2.47749 3.74593
C 5.68749 1.58268 -0.45339
C 4.63639 2.27624 -1.06976
C 3.31004 1.90927 -0.81644
C 3.00518 0.76897 -0.03017
C 1.63510 0.45648 0.31506
C 0.42956 0.41095 0.55583
C -0.88787 0.17851 0.77952
C -1.81036 1.26786 0.79980
C -3.11312 1.10023 1.33372
C -4.01998 2.15394 1.33800
C -3.67412 3.38732 0.75876
C -2.38861 3.58005 0.23150
C -1.45184 2.54880 0.28511
C 4.07406 0.14724 0.65568
C 5.40129 0.50732 0.39872
H 6.72147 1.89427 -0.61792
H 4.83984 3.12977 -1.71774
H 2.47912 2.49409 -1.22332
H -1.26994 -0.82467 0.97698
H -3.36433 0.12082 1.74676
H -5.00273 2.01788 1.79223
H -4.40180 4.19911 0.72748
H -2.10990 4.53611 -0.21713
H -0.43099 2.69011 -0.07618
H 3.83275 -0.62839 1.38832
H 6.20491 -0.03061 0.90243
C -3.93670 -6.08481 -1.95501
C -3.55033 -5.50519 -0.73244
C -3.02632 -4.21096 -0.75061
C -2.88057 -3.50873 -1.92643
C -3.25333 -4.06354 -3.15288
C -3.78901 -5.36522 -3.16241
C -2.29762 -2.15726 -1.57784
O -2.04675 -1.27863 -2.39801
N -2.12115 -2.12325 -0.20426
C -2.54205 -3.31671 0.36665
O -2.54180 -3.62125 1.55553
H -4.35358 -7.09365 -1.97771
H -3.64875 -6.03310 0.21651
H -3.12513 -3.48513 -4.06831
H -4.09486 -5.82808 -4.10286
```

Output
Net charge: +1
2S+1: 4
Calculated total energy, eV: -67342.9912

Here are the Löwdin charges for atoms 1 to 4, given in e:
1 O 0.1886
2 C -0.0592
3 Cr 0.2475
4 C -0.0903

---

Q: Which formula does entry 2 have?
A: C32H33F6IN2O3

---

Q: The lowest 2S+1 belongs to which entry?
A: C32H33F6IN2O3